1.
Computed, not measured: a cluster of 2 separate species, C17H26O8S in total in a non-equilibrium geometry, with ωB97M-V/def2-TZVPD.

Last column: Mulliken charge in e.
Element x y z (Å)
C1 6.217 2.346 1.350  -0.74
C2 6.069 1.775 -0.188  -0.28
O1 5.994 0.310 -0.295  -0.41
C3 4.702 -0.221 0.172  -0.07
C4 4.978 -1.162 1.502  -0.38
O2 4.477 -2.539 1.391  -0.39
C5 3.043 -2.601 1.082  -0.36
C6 2.098 -1.547 1.906  -0.10
O3 0.650 -1.773 1.784  -0.31
C7 0.203 -1.823 0.384  -0.51
C8 -1.189 -0.982 0.082  -0.01
C9 -2.119 -0.716 1.406  -0.70
C10 -1.679 0.570 2.321  -0.36
C11 -1.181 1.888 1.481  -0.49
O4 -0.089 1.644 0.526  -0.31
S1 -0.756 0.658 -0.738  0.97
O5 0.210 0.521 -1.956  -0.61
O6 -2.090 1.234 -1.311  -0.60
H1 7.328 2.125 1.700  0.23
H2 5.455 1.877 2.116  0.19
H3 6.126 3.532 1.312  0.31
H4 5.193 2.332 -0.774  0.26
H5 7.073 2.095 -0.748  0.28
H6 4.004 0.668 0.552  0.20
H7 4.157 -0.772 -0.706  0.13
H8 4.657 -0.623 2.517  0.17
H9 6.166 -1.250 1.581  0.33
H10 2.682 -3.692 1.405  0.28
H11 2.854 -2.565 -0.096  0.25
H12 2.424 -1.592 3.036  0.26
H13 2.287 -0.419 1.565  0.10
H14 0.041 -2.974 0.124  0.25
H15 0.996 -1.418 -0.397  0.24
H16 -1.827 -1.637 -0.675  0.40
H17 -3.259 -0.721 1.083  0.31
H18 -1.995 -1.678 2.101  0.26
H19 -2.660 0.907 2.911  0.32
H20 -0.895 0.300 3.178  0.24
H21 -2.095 2.467 0.988  0.30
H22 -0.746 2.649 2.291  0.30
O7 -5.908 1.168 -0.570  -0.55
C12 -6.162 0.739 -1.687  0.30
C13 -7.540 0.378 -2.075  -0.36
C14 -7.816 -0.093 -3.295  -0.36
C15 -6.756 -0.271 -4.307  0.35
O8 -7.009 -0.701 -5.424  -0.56
C16 -5.378 0.089 -3.919  -0.41
C17 -5.102 0.560 -2.699  -0.24
H23 -8.306 0.515 -1.322  0.41
H24 -8.821 -0.363 -3.596  0.41
H25 -4.611 -0.048 -4.672  0.44
H26 -4.097 0.830 -2.398  0.61

Values from the calculation:
DFT total energy, eV: -45256.24708
SMILES: CCOCCOCCOC[C@H]1CCCOS1(=O)=O.O=C1C=CC(=O)C=C1
Frontier orbital gap, eV: 8.17
Net charge: 0
Energy relative to the best compared isomer or geometry (same formula, charge and spin), kJ/mol: 314.2

---

2.
Computed, not measured: a structure of composition C17H27As3F5SSr in a non-equilibrium geometry, with ωB97M-V/def2-TZVPD.

Last column: Mulliken charge in e.
Element x y z (Å)
Sr1 0.864 -1.706 -1.377  1.15
F1 1.101 -8.005 -4.435  -0.27
C1 1.530 -6.861 -3.888  0.77
C2 0.633 -5.996 -3.278  -0.37
F2 -0.670 -6.285 -3.227  -0.28
C3 1.119 -4.829 -2.728  0.90
F3 0.167 -4.004 -2.146  -0.35
C4 2.447 -4.434 -2.732  -0.10
S1 3.081 -2.937 -2.023  -0.60
C5 3.318 -5.330 -3.356  0.31
F4 4.635 -5.051 -3.421  -0.30
C6 2.878 -6.519 -3.924  0.00
F5 3.748 -7.339 -4.507  -0.26
C7 2.040 -0.420 0.995  -1.29
As1 0.640 -0.900 2.315  0.59
C8 -0.508 -2.020 1.155  -1.30
C9 -0.244 0.853 2.630  -1.59
C10 -1.365 1.605 1.882  2.75
C11 -2.574 0.682 1.716  -1.93
C12 -0.944 2.207 0.535  -1.19
As2 -0.705 0.995 -0.969  0.65
C13 0.208 2.200 -2.216  -1.25
C14 -2.448 0.963 -1.850  -1.26
C15 -1.831 2.767 2.802  -2.09
As3 -0.801 4.385 3.375  0.35
C16 1.114 4.034 3.094  -1.11
C17 -1.052 5.520 1.790  -1.05
H1 2.839 0.100 1.521  0.36
H2 1.696 0.246 0.190  0.26
H3 2.500 -1.339 0.606  0.40
H4 -1.325 -2.423 1.750  0.35
H5 0.106 -2.884 0.854  0.64
H6 -0.952 -1.519 0.285  0.26
H7 0.622 1.505 2.739  0.09
H8 -0.617 0.702 3.649  0.59
H9 -2.370 -0.157 1.047  0.16
H10 -3.429 1.229 1.318  0.44
H11 -2.867 0.264 2.678  0.44
H12 0.013 2.728 0.639  0.05
H13 -1.676 2.950 0.184  0.75
H14 -0.342 3.142 -2.306  0.38
H15 0.271 1.748 -3.206  0.46
H16 1.217 2.414 -1.861  0.37
H17 -2.839 1.980 -1.946  0.38
H18 -3.157 0.359 -1.289  0.33
H19 -2.336 0.540 -2.850  0.43
H20 -2.180 2.327 3.742  0.53
H21 -2.718 3.221 2.347  0.52
H22 1.505 3.365 3.858  0.33
H23 1.601 5.000 3.226  0.41
H24 1.372 3.660 2.104  0.26
H25 -2.117 5.676 1.625  0.34
H26 -0.602 5.106 0.892  0.22
H27 -0.599 6.489 1.990  0.41

Values from the calculation:
DFT total energy, eV: -225834.18382
Frontier orbital gap, eV: 7.47
Net charge: +1
Energy relative to the best compared isomer or geometry (same formula, charge and spin), kJ/mol: 23.8

---

3.
Computed, not measured: a cluster of 3 separate species, C17H27BN3O4 in total, with ωB97M-V/def2-TZVPD.

Last column: Mulliken charge in e.
Element x y z (Å)
C1 3.687 1.567 4.176  -1.07
C2 4.512 2.727 3.655  0.26
O1 5.588 2.253 2.835  -0.59
C3 3.694 3.733 2.863  -0.82
N1 2.563 4.261 3.630  -0.24
C4 1.292 4.408 2.886  -0.53
C5 0.056 3.987 3.693  -0.74
O2 -0.706 2.967 3.120  -0.37
C6 -0.262 1.627 3.372  0.30
C7 0.873 1.172 2.451  -0.29
O3 0.210 0.968 1.237  -0.95
B1 -0.952 0.136 1.722  0.96
O4 -1.283 0.780 3.039  -0.69
H1 4.259 1.025 4.927  0.39
H2 3.489 0.867 3.364  0.18
H3 2.742 1.896 4.599  0.23
H4 4.986 3.238 4.492  0.39
H5 5.183 1.866 2.052  0.36
H6 3.352 3.274 1.932  0.34
H7 4.386 4.530 2.575  0.32
H8 2.822 5.195 3.912  0.26
H9 1.296 3.833 1.964  0.32
H10 1.170 5.455 2.602  0.45
H11 0.373 3.741 4.714  0.40
H12 -0.618 4.843 3.756  0.30
H13 -0.024 1.541 4.444  0.25
H14 1.189 0.198 2.859  0.22
H15 1.698 1.872 2.321  -0.06
H16 -1.882 0.083 0.920  -0.32
H17 -0.521 -1.041 1.869  -0.27
N2 -0.807 -2.663 -3.866  -0.50
C8 -0.062 -3.037 -2.826  -0.30
C9 0.211 -2.225 -1.737  -0.56
C10 -0.311 -0.942 -1.717  0.11
C11 -1.089 -0.536 -2.790  -0.78
C12 -1.305 -1.427 -3.829  -0.01
H18 0.338 -4.046 -2.875  0.35
H19 0.816 -2.587 -0.917  0.39
H20 -0.127 -0.283 -0.874  0.54
H21 -1.523 0.454 -2.817  0.38
H22 -1.913 -1.137 -4.683  0.35
N3 -5.382 -4.485 -6.821  -0.58
C13 -4.459 -3.653 -6.341  -0.30
C14 -3.505 -4.013 -5.399  0.29
C15 -3.514 -5.314 -4.926  -0.40
C16 -4.469 -6.194 -5.412  -0.36
C17 -5.374 -5.731 -6.355  -0.21
H23 -4.488 -2.643 -6.735  0.35
H24 -2.773 -3.304 -5.042  0.15
H25 -2.787 -5.631 -4.190  0.40
H26 -4.513 -7.219 -5.069  0.35
H27 -6.135 -6.391 -6.759  0.34

Values from the calculation:
DFT total energy, eV: -31404.72323
Frontier orbital gap, eV: 7.04
Net charge: -1

---

4.
Computed, not measured: a cluster of 4 separate species, C17H27BN3P in total in a non-equilibrium geometry, with ωB97M-V/def2-TZVPD.

Last column: Mulliken charge in e.
Element x y z (Å)
C1 0.481 -1.690 1.869  -1.17
B1 0.534 -0.401 0.940  0.17
C2 1.099 -0.544 -0.541  -1.18
C3 0.281 -1.534 -1.335  0.13
C4 0.394 -2.870 -1.117  0.21
C5 -0.330 -3.802 -1.784  -0.94
C6 -1.221 -3.383 -2.723  -0.62
C7 -1.326 -2.056 -2.972  -0.65
C8 -0.600 -1.120 -2.305  1.60
C9 -0.795 0.327 -2.636  -1.05
P1 -0.032 1.217 1.710  0.04
C10 -1.500 0.756 2.753  -1.21
C11 -0.750 2.363 0.458  -1.14
H1 0.454 -1.398 2.913  0.34
H2 -0.447 -2.213 1.644  0.43
H3 1.297 -2.380 1.678  0.22
H4 2.102 -0.975 -0.465  0.19
H5 1.207 0.391 -1.077  0.51
H6 1.096 -3.194 -0.368  0.08
H7 -0.171 -4.838 -1.546  0.49
H8 -1.816 -4.115 -3.240  0.39
H9 -2.020 -1.738 -3.737  0.36
H10 -0.792 0.896 -1.716  -0.27
H11 0.006 0.698 -3.271  0.34
H12 -1.745 0.497 -3.129  0.38
H13 -1.251 -0.025 3.456  0.33
H14 -1.830 1.661 3.253  0.37
H15 -2.322 0.444 2.116  0.39
H16 -0.177 2.409 -0.457  0.29
H17 -0.844 3.340 0.913  0.51
H18 -1.768 2.046 0.243  0.35
C12 -1.948 3.749 -5.082  -0.88
C13 -1.752 3.849 -3.640  0.40
N1 -1.597 3.924 -2.496  -0.36
H19 -1.806 4.725 -5.542  0.33
H20 -1.231 3.048 -5.504  0.26
H21 -2.956 3.398 -5.294  0.27
C14 4.360 -3.618 1.493  -0.78
C15 3.479 -4.539 0.783  0.45
N2 2.777 -5.267 0.222  -0.42
H22 4.278 -3.784 2.566  0.27
H23 5.390 -3.781 1.184  0.33
H24 4.078 -2.591 1.269  0.20
C16 0.180 3.525 5.494  -0.87
C17 -0.491 4.006 4.293  0.42
N3 -1.021 4.380 3.337  -0.41
H25 -0.438 2.776 5.986  0.27
H26 1.135 3.079 5.225  0.26
H27 0.350 4.354 6.178  0.35

Values from the calculation:
DFT total energy, eV: -32501.57897
SMILES: CB(Cc1ccccc1C)P(C)C.CC#N.CC#N.CC#N
Frontier orbital gap, eV: 8.38
Net charge: 0